A cluster of 2 separate species, C4H8 in total. Source: the Open Molecules 2025 dataset; level of theory: wB97M-V/def2-TZVPD.

For the highest occupied orbital energy, the calculation gives -10.205 eV. As for the structure (SMILES): C=C.C=C. The value obtained for the relative energy (zero: lowest compared OMol25 entry of this formula, charge and spin) is 143.0 kJ/mol. The calculation puts the LUMO energy at 0.0514 hartree. As for the spin multiplicity: 1. As for the maximum force: 1.78 eV/A.

Positions of all 12 atoms, in Å:
C: -0.467 2.866 -3.761
C: -0.927 2.286 -4.830
H: 0.416 2.475 -3.242
H: -0.887 3.814 -3.407
H: -0.483 1.368 -5.230
H: -1.766 2.728 -5.381
C: 7.627 0.718 2.068
C: 6.429 1.210 1.763
H: 7.793 0.049 2.919
H: 8.502 1.030 1.486
H: 5.604 0.918 2.422
H: 6.226 1.969 0.998